A cluster of 16 separate species, C31H99N27O16 in total, computed with the ωB97M-V functional and the def2-TZVPD basis.

## Properties
Relative energy (zero: lowest compared OMol25 entry of this formula, charge and spin), kJ/mol: 84.8
Electronic energy, hartree: -3923.1414
2S+1: 1

Bonds (Å) are listed after each position.
Cartesian coordinates (Å):
1 C -0.75771 3.73728 2.81837  O2 1.212, N3 1.387, N4 1.413
2 O 0.08611 4.56846 2.56128  C1 1.212
3 N -2.11089 4.03506 2.76338  C1 1.387, H5 1.031, H6 1.026
4 N -0.52197 2.41388 3.25525  C1 1.413, H7 1.000, H8 0.982
5 H -2.61708 3.62181 3.56041  N3 1.031
6 H -2.42150 5.01222 2.71545  N3 1.026
7 H 0.34401 1.93559 3.40201  N4 1.000
8 H -1.33766 1.98311 3.59115  N4 0.982
9 C 4.44243 -6.07859 -4.19428  O10 1.195, N11 1.390, N12 1.367
10 O 5.50949 -6.54254 -4.46457  C9 1.195
11 N 4.11426 -5.55306 -2.95022  C9 1.390, H13 1.038, H14 1.029
12 N 3.46201 -5.87900 -5.12545  C9 1.367, H15 1.021, H16 1.007
13 H 3.08830 -5.45439 -2.82664  N11 1.038
14 H 4.61938 -6.05448 -2.20718  N11 1.029
15 H 2.51566 -5.64437 -4.82184  N12 1.021
16 H 3.71289 -6.26772 -6.01995  N12 1.007
17 C 4.89622 -1.82272 3.02072  O18 1.271, N19 1.368, N20 1.436
18 O 5.60316 -0.94268 3.60556  C17 1.271
19 N 5.33748 -3.02478 2.53803  C17 1.368, H21 1.011, H22 0.988
20 N 3.50049 -1.57315 2.79567  C17 1.436, H23 1.035, H24 1.011
21 H 4.74057 -3.81009 2.31776  N19 1.011
22 H 6.29932 -3.16088 2.71870  N19 0.988
23 H 3.08640 -0.62608 2.85126  N20 1.035
24 H 3.00139 -2.16163 2.14234  N20 1.011
25 C -1.49654 -4.60801 3.47085  O26 1.253, N27 1.380, N28 1.368
26 O -1.92760 -5.08947 2.39771  C25 1.253
27 N -2.10744 -5.00655 4.64288  C25 1.380, H29 0.999, H30 0.984
28 N -0.49963 -3.67755 3.57373  C25 1.368, H31 1.039, H32 0.976
29 H -1.72704 -4.70120 5.51521  N27 0.999
30 H -2.67537 -5.79359 4.48041  N27 0.984
31 H -0.24866 -3.29104 4.50478  N28 1.039
32 H -0.09976 -3.37486 2.73588  N28 0.976
33 C 1.72819 -3.46079 -3.29473  O34 1.273, N35 1.364, N36 1.383
34 O 1.71285 -4.33981 -2.37444  C33 1.273
35 N 2.85666 -2.75340 -3.58937  C33 1.364, H37 1.018, H38 1.025
36 N 0.64168 -3.31875 -4.13777  C33 1.383, H39 1.003, H40 0.993
37 H 3.68451 -3.15201 -3.15037  N35 1.018
38 H 2.96527 -2.29201 -4.49843  N35 1.025
39 H -0.22648 -3.61367 -3.73222  N36 1.003
40 H 0.70751 -2.69585 -4.90865  N36 0.993
41 C -2.23017 -1.50011 -6.29060  O42 1.222, N43 1.384, N44 1.326
42 O -3.17756 -1.98058 -6.89491  C41 1.222
43 N -1.56256 -0.40185 -6.80287  C41 1.384, H45 1.038, H46 1.025
44 N -1.65924 -1.96044 -5.18549  C41 1.326, H47 0.971, H48 0.990
45 H -1.20756 0.38326 -6.22344  N43 1.038
46 H -2.10112 0.03814 -7.55581  N43 1.025
47 H -1.11934 -1.29422 -4.73100  N44 0.971
48 H -2.14796 -2.68763 -4.72499  N44 0.990
49 C 4.68181 -0.92862 -1.36289  O50 1.200, N51 1.362, N52 1.324
50 O 4.76689 -2.11887 -1.48591  C49 1.200
51 N 5.18401 -0.36460 -0.22915  C49 1.362, H53 0.999, H54 1.011
52 N 4.02558 -0.23614 -2.28147  C49 1.324, H55 0.983, H56 0.944
53 H 5.16917 0.62319 -0.08300  N51 0.999
54 H 5.03568 -0.96588 0.56975  N51 1.011
55 H 3.86374 0.72726 -2.17005  N52 0.983
56 H 3.69341 -0.67722 -3.04711  N52 0.944
57 C -1.79359 -4.19365 -1.22936  O58 1.235, N59 1.428, N60 1.442
58 O -1.71022 -3.75055 -2.37926  C57 1.235
59 N -3.02815 -4.21590 -0.51239  C57 1.428, H61 0.999, H62 1.011
60 N -0.66517 -4.84941 -0.61731  C57 1.442, H63 1.006, H64 0.999
61 H -2.93858 -4.14459 0.47978  N59 0.999
62 H -3.63613 -3.56039 -0.98347  N59 1.011
63 H -0.81169 -5.43846 0.18491  N60 1.006
64 H -0.09200 -5.17136 -1.36917  N60 0.999
65 C 3.40066 2.13565 2.50218  O66 1.255, N67 1.410, N68 1.424
66 O 2.46439 1.31304 2.64536  C65 1.255
67 N 4.69808 1.60727 2.66554  C65 1.410, H69 0.972, H70 1.029
68 N 3.17623 3.48134 2.09549  C65 1.424, H71 1.048, H72 1.020
69 H 4.88069 0.74119 3.06634  N67 0.972
70 H 5.56836 2.10103 2.42545  N67 1.029
71 H 2.17836 3.80150 2.08389  N68 1.048
72 H 3.89398 4.19096 2.24454  N68 1.020
73 C 1.29419 2.07031 -5.46272  O74 1.217, N75 1.300, N76 1.412
74 O 0.08689 1.93520 -5.53621  C73 1.217
75 N 1.88208 3.02694 -4.80830  C73 1.300, H77 0.995, H78 1.047
76 N 2.18449 1.24035 -6.17873  C73 1.412, H79 1.017, H80 1.030
77 H 2.77062 2.81089 -4.41588  N75 0.995
78 H 1.27873 3.58658 -4.16072  N75 1.047
79 H 2.97372 1.74102 -6.58057  N76 1.017
80 H 1.64368 0.63517 -6.81263  N76 1.030
81 C 2.93242 3.67126 -1.34131  O82 1.231, N83 1.397, N84 1.409
82 O 3.82701 2.92427 -1.73712  C81 1.231
83 N 1.68854 3.16995 -0.94877  C81 1.397, H85 1.051, H86 1.002
84 N 3.15968 5.05818 -1.23478  C81 1.409, H87 1.006, H88 1.005
85 H 1.57299 2.12550 -0.97325  N83 1.051
86 H 1.18078 3.55080 -0.17388  N83 1.002
87 H 4.01504 5.42701 -1.61460  N84 1.006
88 H 2.36051 5.66558 -1.19126  N84 1.005
89 C -0.44024 -1.58508 1.08171  C90 1.608, H95 1.122, H96 1.088, H97 1.084
90 C 0.72370 -1.80815 -0.00500  C89 1.608, C91 1.497, N94 1.474, H98 1.110
91 C 1.57453 -0.60199 -0.25623  C90 1.497, O92 1.399, H99 1.053, H100 1.080
92 O 0.83518 0.34053 -0.97858  C91 1.399, C93 1.385
93 C 0.71918 0.30200 -2.35786  O92 1.385, H101 1.082, H102 1.104, H103 1.044
94 N 1.57670 -2.86741 0.56292  C90 1.474, H104 1.005, H105 0.985
95 H -1.17111 -2.43594 1.04656  C89 1.122
96 H -0.92379 -0.64521 0.82296  C89 1.088
97 H 0.03794 -1.50304 2.05119  C89 1.084
98 H 0.17911 -2.07078 -0.93638  C90 1.110
99 H 2.45533 -0.91746 -0.73834  C91 1.053
100 H 1.74746 -0.12970 0.69972  C91 1.080
101 H 0.35288 -0.64889 -2.72293  C93 1.082
102 H 1.73808 0.48602 -2.74211  C93 1.104
103 H 0.06109 1.08188 -2.57976  C93 1.044
104 H 2.42497 -3.03574 0.05119  N94 1.005
105 H 1.11108 -3.70052 0.32125  N94 0.985
106 C -3.61733 -2.39548 3.08386  C107 1.472, H112 1.092, H113 1.090, H114 1.114
107 C -4.71282 -1.49321 2.69251  C106 1.472, C108 1.535, N111 1.487, H115 1.109
108 C -5.77417 -2.34032 1.97784  C107 1.535, O109 1.395, H116 1.084, H117 1.102
109 O -5.33615 -2.78398 0.73017  C108 1.395, C110 1.405
110 C -6.16516 -3.78397 0.19436  O109 1.405, H118 1.092, H119 1.099, H120 1.079
111 N -5.23603 -0.70366 3.83920  C107 1.487, H121 1.041, H122 1.028
112 H -2.68009 -1.87941 3.30026  C106 1.092
113 H -3.33420 -2.92571 2.17446  C106 1.090
114 H -3.83419 -3.16801 3.85622  C106 1.114
115 H -4.35431 -0.66488 2.04843  C107 1.109
116 H -6.70329 -1.78416 1.92731  C108 1.084
117 H -6.03530 -3.19943 2.61686  C108 1.102
118 H -7.23867 -3.60680 0.09789  C110 1.092
119 H -6.19787 -4.65635 0.86176  C110 1.099
120 H -5.71629 -4.02770 -0.75569  C110 1.079
121 H -6.15186 -0.23467 3.68384  N111 1.041
122 H -5.16950 -1.26659 4.69719  N111 1.028
123 C 2.67337 1.03820 5.79940  C124 1.564, H129 1.087, H130 1.106, H131 1.078
124 C 1.49477 0.09669 6.21263  C123 1.564, C125 1.523, N128 1.462, H132 1.098
125 C 0.18744 0.85234 6.41424  C124 1.523, O126 1.495, H133 1.062, H134 1.077
126 O -0.81285 -0.02933 7.09132  C125 1.495, C127 1.428
127 C -1.72005 -0.63385 6.16883  O126 1.428, H135 1.126, H136 1.072, H137 1.108
128 N 1.25829 -1.00210 5.27841  C124 1.462, H138 1.015, H139 1.018
129 H 2.48337 1.52667 4.84766  C123 1.087
130 H 3.73576 0.73692 5.86389  C123 1.106
131 H 2.70883 1.79209 6.56976  C123 1.078
132 H 1.64365 -0.24217 7.24620  C124 1.098
133 H -0.27593 1.13816 5.50188  C125 1.062
134 H 0.24743 1.69613 7.08117  C125 1.077
135 H -1.82305 -1.70313 6.50475  C127 1.126
136 H -1.39949 -0.56894 5.14827  C127 1.072
137 H -2.69062 -0.10048 6.14579  C127 1.108
138 H 2.11946 -1.53663 5.22434  N128 1.015
139 H 1.17324 -0.64450 4.32956  N128 1.018
140 C -1.06988 6.48727 -4.15710  C141 1.494, H146 1.103, H147 1.109, H148 1.092
141 C -0.14003 6.02633 -3.08192  C140 1.494, C142 1.511, N145 1.435, H149 1.101
142 C -0.18664 6.93562 -1.87622  C141 1.511, O143 1.402, H150 1.116, H151 1.103
143 O 0.93020 6.62253 -1.08916  C142 1.402, C144 1.407
144 C 0.74431 7.08448 0.22627  O143 1.407, H152 1.072, H153 1.087, H154 1.083
145 N -0.27814 4.63555 -2.75649  C141 1.435, H155 0.992, H156 1.017
146 H -2.15002 6.38693 -3.95983  C140 1.103
147 H -0.84676 6.08125 -5.16463  C140 1.109
148 H -0.92851 7.55942 -4.30535  C140 1.092
149 H 0.88138 6.20470 -3.45136  C141 1.101
150 H -1.14185 6.80380 -1.31368  C142 1.116
151 H -0.08268 8.01089 -2.10080  C142 1.103
152 H -0.02835 6.50800 0.69592  C144 1.072
153 H 0.55842 8.15358 0.28727  C144 1.087
154 H 1.65595 6.89034 0.77691  C144 1.083
155 H -1.15833 4.18091 -2.80105  N145 0.992
156 H 0.28052 4.45163 -1.92695  N145 1.017
157 C -2.04628 2.28248 -0.07203  C158 1.503, H163 1.088, H164 1.070, H165 1.138
158 C -2.87355 1.81875 -1.23755  C157 1.503, C159 1.516, N162 1.434, H166 1.061
159 C -3.91354 0.84120 -0.72636  C158 1.516, O160 1.400, H167 1.088, H168 1.109
160 O -4.88164 1.53784 0.00582  C159 1.400, C161 1.427
161 C -6.19618 1.09642 -0.32979  O160 1.427, H169 1.120, H170 1.090, H171 1.100
162 N -3.34394 2.95822 -1.97042  C158 1.434, H172 1.015, H173 1.021
163 H -1.75512 1.41131 0.51097  C157 1.088
164 H -2.67063 2.83603 0.59752  C157 1.070
165 H -1.23100 2.93021 -0.53005  C157 1.138
166 H -2.27523 1.22910 -1.88590  C158 1.061
167 H -3.43404 0.12690 -0.06023  C159 1.088
168 H -4.43275 0.29399 -1.53939  C159 1.109
169 H -6.26433 0.97874 -1.44153  C161 1.120
170 H -6.88357 1.88640 -0.02666  C161 1.090
171 H -6.43527 0.09794 0.06443  C161 1.100
172 H -3.50741 2.65245 -2.92399  N162 1.015
173 H -4.17587 3.35146 -1.52705  N162 1.021

Atomic partial charges in e from the Mulliken method, atoms 1 to 99:
1. C 0.38
2. O -0.63
3. N -0.41
4. N -0.01
5. H 0.25
6. H 0.24
7. H -0.15
8. H 0.07
9. C 0.47
10. O -0.66
11. N -0.20
12. N -0.29
13. H 0.11
14. H 0.23
15. H 0.22
16. H 0.22
17. C 0.33
18. O -0.77
19. N -0.27
20. N 0.20
21. H 0.21
22. H 0.25
23. H -0.40
24. H 0.20
25. C 0.59
26. O -0.69
27. N -0.41
28. N -0.13
29. H 0.18
30. H 0.25
31. H 0.13
32. H 0.07
33. C 0.20
34. O -0.91
35. N -0.01
36. N -0.25
37. H 0.27
38. H 0.25
39. H 0.36
40. H 0.08
41. C 0.45
42. O -0.68
43. N -0.41
44. N -0.07
45. H 0.27
46. H 0.27
47. H 0.03
48. H 0.14
49. C 0.50
50. O -0.65
51. N -0.27
52. N -0.12
53. H 0.22
54. H 0.09
55. H 0.00
56. H 0.15
57. C 0.12
58. O -0.57
59. N -0.32
60. N -0.10
61. H -0.05
62. H 0.24
63. H 0.21
64. H 0.21
65. C 0.08
66. O 0.13
67. N -0.17
68. N -0.14
69. H -0.03
70. H 0.21
71. H -0.10
72. H 0.22
73. C 0.61
74. O -0.69
75. N -0.45
76. N -0.52
77. H 0.27
78. H 0.15
79. H 0.24
80. H 0.28
81. C -0.28
82. O -0.71
83. N 2.49
84. N -0.17
85. H -1.29
86. H -0.07
87. H 0.27
88. H 0.43
89. C 0.40
90. C 2.74
91. C 0.21
92. O 1.60
93. C -0.87
94. N -0.59
95. H -0.35
96. H -0.62
97. H -0.39
98. H -1.00
99. H -0.88